DFT (wB97M-V/def2-TZVPD) results for C5H8S as an isolated structure at a distorted geometry.

2S+1   1
Lowest unoccupied orbital energy   0.04 eV
Total energy   -16148.450 eV
Energy relative to the best compared isomer or geometry (same formula, charge and spin)   1.1874 eV

XYZ file:
```
14
Properties=species:S:1:pos:R:3:forces:R:3
C -0.5241 1.6995 -0.1395 1.5947 1.5839 -0.5101
C -0.1587 0.3915 0.5003 -0.4147 -0.6207 0.2605
C -0.7582 -0.8468 -0.1809 -1.5325 -1.1304 -1.1849
C 0.5688 -1.5823 -0.0531 1.7539 -1.4053 0.7853
C 1.1643 -0.2596 0.2118 2.0379 1.5277 -0.3931
H 0.1212 2.5655 0.2437 -0.6495 -1.2674 -0.7200
H -0.4655 1.6400 -1.2725 0.2641 0.0644 1.3733
H -1.5235 1.9944 0.0783 -0.9732 0.0227 0.3163
H -0.2949 0.3106 1.5869 -0.2059 0.4336 -0.0843
H -0.8905 -0.5802 -1.2356 -0.3437 -0.1503 0.1316
H -1.6678 -1.3899 0.1865 0.7616 0.7573 -0.1682
H 1.1768 -2.1786 -0.8001 -1.3601 0.5277 0.5059
H 0.6042 -2.1326 0.9139 -0.0729 0.0465 -0.5137
S 2.6480 0.3686 -0.0397 -0.8597 -0.3897 0.2014
```
Positions in Å, forces in eV/Å.